Entry 1:
Entry from the Open Molecules 2025 dataset: one molecule with the formula C2H7NO2S2 at a distorted geometry (wB97M-V/def2-TZVPD).

Geometry as XYZ:
```
14
Properties=species:S:1:pos:R:3
C 1.60894 1.23914 -0.23478
N 1.29228 -0.16115 -0.39416
C 0.14307 -0.76583 0.65883
S -1.36000 -0.54110 -0.28060
O -1.09953 -1.12835 -1.56103
O -2.45205 -1.42475 0.50104
S -2.16952 1.20414 -0.08675
H 1.85106 1.49831 0.75989
H 2.59025 1.29615 -0.87078
H 0.85892 1.92921 -0.70475
H 0.76294 -0.37010 -1.22268
H 0.47079 -0.06949 1.49757
H 0.23168 -1.79718 0.76499
H -2.72883 -0.90899 1.17319
```

Results
* multiplicity: 1
* SMILES string: CNC[S@@](=O)(O)=S
* largest force on an atom: 5.9 eV/A
* total charge: 0

***

Entry 2:
Entry from the Open Molecules 2025 dataset: C28H22AsF5N6O4PS4TeW as an isolated structure at a distorted geometry (wB97M-V/def2-TZVPD).

Geometry as XYZ:
```
73
Properties=species:S:1:pos:R:3
W 0.52277 -0.65183 -0.33446
C 1.86865 3.13093 -2.58222
C 1.91582 2.18101 -1.58117
N 0.82883 1.59410 -1.11433
C -0.31445 2.06237 -1.55738
C -0.35843 2.96572 -2.62229
N 0.72784 3.48374 -3.16570
C -1.46381 1.57979 -0.81732
C -2.65345 2.20185 -0.79852
C -3.65941 1.80111 0.12496
C -3.33584 0.77445 0.97840
C -2.11506 0.12899 0.90144
N -1.17302 0.52524 -0.01620
C -1.75166 -0.99731 1.67921
C -2.51065 -1.47529 2.77749
N -2.19911 -2.53709 3.46691
C -1.06941 -3.16865 3.06933
C -0.30745 -2.70781 2.03582
N -0.62881 -1.62624 1.32731
C -4.98691 2.45252 0.16340
C -6.10655 1.82144 0.70756
C -7.33116 2.46587 0.70369
N -7.53686 3.68727 0.19740
C -6.46491 4.29151 -0.32272
C -5.19838 3.73166 -0.35773
H 2.77603 3.60180 -2.94528
H 2.84787 1.85160 -1.15326
H -1.31526 3.23182 -3.06208
H -2.82426 3.00998 -1.49832
H -4.04668 0.45024 1.72983
H -3.39464 -0.92699 3.09340
H -0.77937 -4.05934 3.61286
H 0.58617 -3.22837 1.74362
H -6.04029 0.82007 1.11801
H -8.20200 1.97258 1.12515
H -6.62947 5.28439 -0.73212
H -4.37655 4.30658 -0.76936
S 2.99547 -0.56323 -0.83499
As 2.42935 -1.14016 1.23234
S 1.21038 0.66717 1.68831
S 1.07931 -3.09476 -0.75340
S 4.00843 -1.49882 2.58056
C 2.83724 -0.30369 -4.69769
C 1.39558 -0.23369 -5.12570
O 0.68689 -1.42616 -4.69156
P -0.18081 -1.40733 -3.35796
O 0.54422 -0.54962 -2.32077
Te -0.02180 -3.76828 -2.77494
O -1.43385 -0.56406 -3.80228
C -2.20035 -0.86261 -4.99078
C -2.56745 0.44692 -5.64456
H 3.38551 0.54044 -5.12908
H 3.28960 -1.23529 -5.04459
H 2.92245 -0.26341 -3.61242
H 1.30704 -0.21483 -6.21014
H 0.90796 0.65867 -4.72450
H -3.09088 -1.40652 -4.69109
H -1.61389 -1.48942 -5.66642
H -3.16845 1.04597 -4.95456
H -3.14611 0.26471 -6.55434
H -1.66619 1.01097 -5.90025
F -6.56446 -3.24874 0.11409
C -5.32340 -2.90487 -0.27370
C -4.24652 -3.70907 0.01842
F -4.44527 -4.85804 0.67497
C -2.97362 -3.33714 -0.36242
F -1.99336 -4.18156 -0.08454
C -2.68876 -2.11587 -1.02238
O -1.48275 -1.71764 -1.27968
C -3.83811 -1.37912 -1.36760
F -3.73146 -0.26331 -2.09542
C -5.11112 -1.75514 -0.99176
F -6.15977 -0.98367 -1.32350
```

Results
* multiplicity: 1
* largest force on an atom: 3.6 eV/A
* total charge: -1

***

Let's list energy above the lowest of the compared OMol25 structures with the same formula, charge and spin in order: 80.4 63.7 kcal/mol.